Record 1
Entry from the OMol25 dataset: a molecular structure, C55H41F3GeNiO3PSSb at a distorted geometry (the ωB97M-V functional and the def2-TZVPD basis).

Geometry as XYZ:
```
107
Properties=species:S:1:pos:R:3:forces:R:3:lowdin_charge:R:1
Ni -1.165 -0.603 -0.661 0.1 0.0 0.3 -0.15
O -4.088 -3.055 -2.430 -0.1 -0.1 0.1 -0.34
S -3.328 -1.927 -1.943 0.1 0.4 0.4 0.43
O -2.141 -1.602 -2.710 0.2 0.1 -0.7 -0.35
O -3.018 -1.936 -0.506 -0.1 -0.2 0.1 -0.39
C -4.419 -0.494 -2.107 -0.4 0.0 -0.1 -0.23
C -5.695 -0.745 -2.608 0.2 0.3 0.1 -0.07
C -6.626 0.279 -2.718 -0.2 -0.1 -0.1 -0.10
C -6.303 1.566 -2.321 0.2 -0.2 0.1 -0.10
C -5.028 1.811 -1.829 -0.1 0.4 0.0 -0.11
C -4.072 0.813 -1.725 0.6 -0.2 0.2 -0.27
P -2.324 1.169 -1.126 -0.7 -0.2 -0.5 1.05
C -1.692 2.090 -2.591 0.0 -0.1 0.2 -0.32
C -0.723 1.424 -3.329 0.1 -0.1 -0.1 -0.08
C -0.206 1.991 -4.489 0.0 0.0 0.1 -0.06
C -0.645 3.237 -4.902 -0.1 0.1 0.1 -0.10
C -1.610 3.919 -4.161 0.1 -0.1 -0.1 -0.10
C -2.131 3.342 -3.015 -0.1 0.1 0.1 -0.11
C -2.598 2.469 0.126 0.1 -0.1 -0.3 -0.37
C -3.581 2.309 1.098 -0.1 0.0 0.2 -0.12
C -3.648 3.170 2.183 0.0 0.0 -0.1 -0.09
C -2.727 4.200 2.316 0.0 0.0 0.0 -0.11
C -1.737 4.363 1.355 -0.1 -0.1 0.0 -0.09
C -1.675 3.500 0.270 0.2 0.2 0.1 -0.10
H -5.932 -1.756 -2.895 -0.1 -0.1 0.0 0.10
H -7.615 0.064 -3.109 0.0 0.0 0.0 0.09
H -7.021 2.372 -2.390 -0.1 0.0 0.0 0.09
H -4.774 2.818 -1.508 0.0 -0.1 0.0 0.10
H -0.366 0.458 -2.975 -0.1 0.3 0.0 0.04
H 0.544 1.447 -5.047 0.1 0.0 0.0 0.09
H -0.237 3.687 -5.798 0.0 0.0 -0.1 0.09
H -1.955 4.895 -4.476 0.0 0.1 0.0 0.09
H -2.876 3.884 -2.445 0.0 0.0 0.0 0.09
H -4.286 1.487 1.029 0.1 0.0 -0.1 0.11
H -4.407 3.014 2.938 0.0 0.0 0.1 0.10
H -2.769 4.861 3.170 0.0 0.0 0.1 0.09
H -0.999 5.147 1.454 0.0 0.1 0.0 0.09
H -0.879 3.626 -0.454 0.0 -0.1 -0.1 0.10
F -3.351 0.011 8.153 0.1 0.0 -0.2 0.00
C -2.831 -0.143 6.893 -0.1 0.0 0.2 -0.30
C -3.544 -0.866 5.960 0.1 0.1 0.1 -0.04
C -3.000 -1.003 4.689 -0.1 0.0 0.0 -0.15
C -1.762 -0.466 4.330 -0.1 -0.1 -0.2 -0.32
C -1.100 0.264 5.315 0.1 0.1 0.0 -0.12
C -1.618 0.436 6.596 -0.1 -0.1 0.0 -0.04
Sb -1.147 -0.582 2.131 -0.2 -0.1 -0.1 1.51
C 0.817 0.016 2.671 0.4 0.3 0.1 -0.40
C 1.550 -0.647 3.650 0.1 0.0 0.0 -0.15
C 2.829 -0.232 4.009 -0.1 0.1 -0.2 -0.03
C 3.349 0.876 3.372 0.2 0.1 0.0 -0.28
F 4.609 1.286 3.709 -0.1 0.0 0.0 0.02
C 2.662 1.572 2.398 0.0 -0.1 0.1 -0.02
C 1.395 1.125 2.054 0.0 -0.1 -0.1 -0.12
C -0.684 -2.677 2.276 0.0 -0.2 0.0 -0.36
C 0.528 -3.141 1.768 0.0 0.1 -0.1 -0.12
C 0.866 -4.485 1.793 -0.1 0.0 0.1 0.00
C -0.045 -5.372 2.327 0.1 -0.2 0.0 -0.28
F 0.271 -6.706 2.356 -0.1 0.2 0.0 0.01
C -1.269 -4.972 2.817 0.1 0.0 -0.1 -0.03
C -1.577 -3.616 2.780 -0.1 0.0 0.1 -0.12
H -4.500 -1.294 6.225 -0.1 0.0 0.0 0.10
H -3.594 -1.541 3.958 0.0 0.0 -0.1 0.08
H -0.143 0.724 5.096 0.0 0.0 0.0 0.08
H -1.096 1.004 7.354 0.1 0.0 0.0 0.11
H 1.130 -1.512 4.148 -0.1 -0.1 0.0 0.10
H 3.417 -0.750 4.751 0.0 -0.1 0.1 0.11
H 3.129 2.404 1.896 0.0 0.1 -0.1 0.10
H 0.868 1.619 1.246 0.0 0.0 0.0 0.08
H 1.197 -2.438 1.288 0.0 0.0 0.0 0.05
H 1.802 -4.835 1.384 0.1 0.0 0.0 0.11
H -1.963 -5.707 3.200 0.0 0.0 0.0 0.10
H -2.546 -3.314 3.153 0.0 0.1 0.0 0.08
C 0.585 -0.734 -0.694 -0.8 0.0 0.8 -0.32
Ge 2.268 -0.717 -1.374 0.9 0.1 0.1 0.77
C 3.520 -2.163 -0.827 -0.1 -0.1 0.2 -0.26
C 4.124 -3.063 -1.698 0.1 -0.1 0.0 -0.10
C 4.879 -4.134 -1.230 0.0 0.1 0.0 -0.11
C 5.050 -4.321 0.132 0.0 0.0 0.0 -0.12
C 4.459 -3.433 1.022 0.0 0.0 0.0 -0.11
C 3.701 -2.376 0.544 0.1 0.0 -0.1 -0.14
C 2.214 -0.762 -3.328 0.1 0.0 -0.5 -0.27
C 1.041 -1.160 -3.970 0.1 -0.2 -0.1 -0.12
C 0.951 -1.165 -5.356 0.0 -0.1 0.1 -0.10
C 2.035 -0.768 -6.127 0.0 0.0 -0.1 -0.13
C 3.209 -0.366 -5.507 0.0 0.0 0.0 -0.12
C 3.291 -0.364 -4.120 0.0 0.0 0.0 -0.12
C 3.350 0.905 -0.947 0.1 0.2 0.0 -0.26
C 4.611 0.869 -0.356 0.0 0.0 0.0 -0.11
C 5.287 2.032 0.001 0.0 0.0 0.0 -0.12
C 4.714 3.270 -0.242 0.0 0.0 0.0 -0.13
C 3.462 3.333 -0.845 0.0 0.0 0.0 -0.11
C 2.796 2.165 -1.185 -0.1 0.0 0.0 -0.12
H 3.997 -2.939 -2.766 0.0 0.0 -0.1 0.09
H 5.326 -4.826 -1.934 0.0 0.0 0.0 0.09
H 5.630 -5.158 0.501 0.0 0.0 0.0 0.09
H 4.575 -3.571 2.089 0.0 0.0 0.1 0.10
H 3.226 -1.710 1.255 0.0 0.1 0.1 0.09
H 0.182 -1.453 -3.377 0.0 -0.1 0.1 0.07
H 0.026 -1.470 -5.826 -0.1 0.0 -0.1 0.10
H 1.962 -0.765 -7.208 0.0 0.0 0.0 0.09
H 4.058 -0.049 -6.102 0.0 0.0 0.0 0.09
H 4.207 -0.030 -3.647 0.1 0.0 0.1 0.10
H 5.078 -0.084 -0.145 0.0 -0.1 0.0 0.09
H 6.252 1.967 0.486 0.1 0.0 0.0 0.09
H 5.233 4.177 0.039 0.0 0.1 0.0 0.09
H 2.999 4.292 -1.040 0.0 0.1 0.0 0.09
H 1.807 2.237 -1.626 -0.1 -0.1 0.0 0.09
```
Forces are in eV/Å.

Results
E_LUMO (spin up / spin down): 4.17 / 4.17 eV
Net charge: -2
HOMO-LUMO gap (spin up / spin down): 4.57 / 5.07 eV
2S+1: 3
HOMO energy (spin up / spin down): -0.405 / -0.904 eV

=====

Record 2
Entry from the OMol25 dataset: a single C4H4N2S2 molecule at a distorted geometry (the ωB97M-V functional and the def2-TZVPD basis).

Geometry as XYZ:
```
12
Properties=species:S:1:pos:R:3:forces:R:3:lowdin_charge:R:1
S 2.371 -1.344 -0.062 -0.9 -2.8 1.9 0.74
C 1.053 -0.262 -0.161 -5.2 -0.1 -0.7 -0.73
C 1.051 1.184 0.088 3.9 -1.6 0.6 -0.11
C -0.131 1.721 -0.097 -4.3 3.3 0.1 -0.14
N -1.385 1.071 -0.046 1.2 5.7 -0.2 0.06
C -1.384 -0.126 -0.265 2.8 -6.8 -0.3 -0.77
S -2.776 -1.254 0.028 1.6 -0.2 -0.3 0.74
N -0.178 -0.892 -0.518 1.8 2.3 1.6 -0.02
H 1.497 -2.504 0.656 2.1 2.7 -1.9 0.05
H 1.976 1.849 0.464 -2.1 -1.9 -1.4 0.16
H -0.264 2.846 -0.210 0.3 -1.5 0.6 0.13
H -1.831 -2.287 0.122 -1.2 0.9 -0.2 -0.10
```
Forces are in eV/Å.

Results
ΔE to the lowest compared entry with this formula, charge and spin: 62.9 kcal/mol
E_LUMO: -0.53 eV
SMILES string: Sc1ccnc(S)n1
Net charge: 0
HOMO-LUMO gap: 8.81 eV
HOMO energy: -9.338 eV

=====

Q: Among the records above, which one has the highest net charge?
A: C4H4N2S2

=====

Q: Which of these has the highest net charge?
A: C4H4N2S2

=====

Q: Which of these has the lowest net charge?
A: C55H41F3GeNiO3PSSb

=====

Q: Among the records above, which one has the highest net charge?
A: C4H4N2S2